The following is a DFT calculation (ωB97M-V/def2-TZVPD) of a molecular structure, CH2ClO3S at a distorted geometry.

The total energy is -30566.207 eV. Its maximum force is 6.8 eV Å⁻¹. As for the expectation value of S²: 2.0074. As for the LUMO energy (spin up / spin down): 3.6 / 1.8 eV. As for the multiplicity: 3. The energy relative to the best compared isomer or geometry (same formula, charge and spin) is 31.23 kcal per mole. The net charge is -1. The calculation puts the orbital gap (spin up / spin down) at 4.5 / 6.9 eV. The HOMO energy (spin up / spin down) is -0.91 / -5.06 eV.

CARTESIAN COORDINATES (ANGSTROEM)
Cl -0.795 -1.429 1.383
S -0.393 0.722 -0.788
O -1.794 0.376 -0.610
O 0.225 0.399 -2.086
O -0.092 2.065 -0.360
C 0.608 -0.646 0.743
H 1.023 -1.371 0.101
H 1.218 -0.115 1.618